No. 1
{
  "formula": "C3H7NOS2",
  "method": "wB97M-V/def2-TZVPD",
  "elements": ["N", "C", "C", "O", "C", "S", "S", "H", "H", "H", "H", "H", "H", "H"],
  "xyz": [[-0.272, 1.903, 0.019], [-0.256, 0.586, -0.584], [0.894, 0.480, -1.578], [0.757, 0.048, -2.682], [-0.181, -0.455, 0.534], [0.004, -2.123, -0.191], [-0.277, -3.356, 1.495], [-0.820, 2.089, 0.843], [0.050, 2.756, -0.394], [-1.176, 0.493, -1.166], [1.877, 0.518, -1.054], [0.826, -0.345, 0.946], [-0.831, -0.062, 1.306], [-0.595, -2.533, 2.506]],
  "homo_ha": -0.308,
  "total_charge": 0,
  "smiles": "N[C@@H](C=O)CSS"
}

No. 2
{
  "formula": "C26H28F6N5O4Pt",
  "method": "wB97M-V/def2-TZVPD",
  "elements": ["Pt", "C", "O", "C", "C", "C", "C", "C", "C", "N", "N", "C", "O", "C", "C", "C", "C", "C", "C", "C", "O", "H", "H", "H", "H", "H", "H", "H", "H", "H", "H", "H", "H", "C", "C", "O", "C", "F", "F", "F", "C", "F", "F", "F", "H", "H", "H", "C", "C", "N", "C", "N", "C", "C", "C", "N", "C", "H", "H", "H", "H", "H", "H", "H", "H", "H", "H", "H", "H", "H"],
  "xyz": [[0.501, -0.565, -0.151], [1.062, 0.859, -4.198], [0.385, -0.212, -4.868], [-0.497, -1.024, -4.211], [-1.398, -1.686, -5.007], [-2.361, -2.549, -4.464], [-2.424, -2.693, -3.104], [-1.519, -2.030, -2.251], [-1.723, -2.239, -0.829], [-1.039, -1.715, 0.108], [-1.395, -1.996, 1.437], [-0.586, -1.358, 2.232], [0.394, -0.608, 1.881], [-0.829, -1.485, 3.708], [-0.029, -0.770, 4.587], [-0.248, -0.849, 5.958], [-1.264, -1.652, 6.454], [-2.059, -2.375, 5.576], [-1.845, -2.290, 4.207], [-0.482, -1.230, -2.795], [0.501, -0.706, -2.127], [1.502, 1.450, -5.000], [1.833, 0.506, -3.522], [0.361, 1.475, -3.633], [-1.340, -1.511, -6.076], [-3.048, -3.081, -5.109], [-3.180, -3.329, -2.656], [-2.537, -2.891, -0.515], [0.758, -0.151, 4.176], [0.376, -0.279, 6.635], [-1.436, -1.715, 7.522], [-2.851, -3.007, 5.959], [-2.460, -2.840, 3.508], [3.538, -0.152, 1.405], [3.410, 0.253, -0.065], [2.157, 0.628, -0.440], [3.922, -0.930, -0.938], [3.910, -0.647, -2.247], [5.195, -1.283, -0.629], [3.174, -2.020, -0.756], [4.314, 1.486, -0.314], [4.272, 1.936, -1.572], [5.610, 1.273, -0.015], [3.915, 2.505, 0.473], [2.774, -0.900, 1.612], [3.337, 0.717, 2.029], [4.524, -0.552, 1.638], [0.435, 5.575, -0.177], [1.175, 4.374, -0.727], [0.663, 3.176, -0.093], [-0.686, 2.952, 0.053], [-1.104, 1.751, 0.178], [-2.508, 1.500, 0.432], [-3.229, 2.691, 1.042], [-2.922, 3.905, 0.190], [-1.488, 4.099, 0.133], [-1.047, 5.368, -0.409], [0.760, 6.498, -0.660], [0.630, 5.651, 0.896], [2.239, 4.435, -0.512], [1.060, 4.343, -1.821], [1.221, 2.328, -0.205], [-2.584, 0.630, 1.092], [-3.002, 1.220, -0.508], [-2.859, 2.864, 2.057], [-4.307, 2.518, 1.091], [-3.365, 4.812, 0.608], [-3.346, 3.765, -0.817], [-1.628, 6.158, 0.075], [-1.257, 5.428, -1.489]],
  "homo_ha": -0.161,
  "total_charge": -1
}

No. 3
{
  "formula": "C4H12",
  "method": "wB97M-V/def2-TZVPD",
  "elements": ["C", "C", "H", "H", "H", "H", "H", "H", "C", "C", "H", "H", "H", "H", "H", "H"],
  "xyz": [[-2.107, 0.575, -0.695], [-1.915, -0.919, -1.099], [-2.804, 0.467, 0.250], [-1.216, 1.050, -0.229], [-2.514, 1.274, -1.424], [-1.639, -1.751, -0.432], [-2.809, -1.370, -1.626], [-0.940, -0.976, -1.677], [1.402, 0.292, 0.378], [2.600, 0.094, 1.395], [1.391, -0.473, -0.385], [0.411, 0.246, 0.858], [1.619, 1.229, -0.181], [2.344, 0.750, 2.290], [3.554, 0.274, 0.917], [2.723, -0.967, 1.770]],
  "homo_ha": -0.401,
  "total_charge": 0,
  "smiles": "CC.CC"
}

No. 4
{
  "formula": "C8H30N2O7",
  "method": "wB97M-V/def2-TZVPD",
  "elements": ["C", "C", "O", "H", "H", "H", "H", "H", "H", "C", "O", "N", "N", "H", "H", "H", "H", "C", "O", "H", "H", "H", "H", "C", "O", "H", "H", "H", "H", "C", "O", "H", "H", "H", "H", "C", "O", "H", "H", "H", "H", "C", "O", "H", "H", "H", "H"],
  "xyz": [[-13.061, -6.260, -29.381], [-13.470, -5.277, -30.437], [-13.778, -4.049, -29.718], [-13.685, -6.245, -28.536], [-12.118, -5.972, -28.940], [-12.890, -7.229, -29.842], [-14.334, -5.623, -31.059], [-12.778, -5.049, -31.224], [-14.287, -4.203, -28.963], [-12.760, -8.554, -27.300], [-14.162, -8.484, -27.223], [-11.858, -7.641, -26.857], [-12.230, -9.681, -27.734], [-12.336, -6.721, -26.625], [-10.935, -7.550, -27.290], [-11.202, -9.905, -27.883], [-12.948, -10.377, -28.072], [-11.886, -2.301, -28.098], [-11.539, -2.378, -29.505], [-11.589, -1.341, -27.601], [-11.331, -3.141, -27.645], [-12.930, -2.592, -27.848], [-11.984, -3.096, -29.960], [-16.155, -3.017, -27.884], [-15.160, -2.947, -26.895], [-17.063, -2.702, -27.415], [-16.437, -3.993, -28.308], [-15.875, -2.412, -28.694], [-15.369, -3.567, -26.187], [-16.656, -7.186, -27.657], [-17.253, -7.536, -26.495], [-15.900, -6.448, -27.536], [-17.394, -6.809, -28.328], [-16.334, -8.108, -28.164], [-16.561, -7.823, -25.845], [-12.994, -4.871, -25.264], [-13.595, -5.689, -26.260], [-12.502, -4.103, -25.852], [-12.286, -5.430, -24.625], [-13.804, -4.495, -24.674], [-14.149, -6.238, -25.710], [-9.538, -7.459, -29.427], [-9.523, -6.905, -28.075], [-8.952, -6.864, -30.122], [-10.533, -7.536, -29.832], [-9.245, -8.490, -29.373], [-9.140, -6.036, -28.130]],
  "homo_ha": -0.340,
  "total_charge": 0,
  "smiles": "NC(N)=O.CCO.CO.CO.CO.CO.CO"
}

No. 5
{
  "formula": "C25H35AsN4SZr",
  "method": "wB97M-V/def2-TZVPD",
  "elements": ["Zr", "C", "C", "C", "N", "C", "C", "C", "C", "C", "C", "C", "N", "C", "C", "C", "N", "C", "C", "C", "C", "C", "C", "C", "N", "C", "C", "H", "H", "H", "H", "H", "H", "H", "H", "H", "H", "H", "H", "H", "H", "H", "H", "H", "H", "H", "H", "H", "H", "H", "H", "H", "H", "C", "As", "C", "C", "S", "H", "H", "H", "H", "H", "H", "H", "H", "H"],
  "xyz": [[0.205, 0.322, -0.040], [-2.242, 2.373, 0.346], [-1.577, 2.724, -0.988], [-0.194, 3.350, -0.846], [0.789, 2.302, -0.545], [2.111, 2.542, -0.775], [2.578, 3.845, -0.940], [3.826, 4.343, -1.295], [4.973, 3.661, -1.645], [5.135, 2.285, -1.642], [4.264, 1.292, -1.231], [2.950, 1.346, -0.746], [2.335, 0.238, -0.271], [3.111, -0.976, -0.042], [2.361, -1.897, 0.917], [1.851, -1.161, 2.162], [0.552, -0.531, 1.868], [-0.509, -0.746, 2.701], [-0.314, -0.956, 4.064], [-1.213, -1.175, 5.101], [-2.590, -1.276, 5.067], [-3.391, -1.174, 3.941], [-3.044, -0.923, 2.624], [-1.802, -0.694, 2.022], [-1.684, -0.441, 0.697], [-2.849, -0.059, -0.107], [-3.365, 1.345, 0.244], [-2.614, 3.288, 0.808], [-1.496, 2.011, 1.075], [-2.232, 3.403, -1.537], [-1.490, 1.844, -1.647], [-0.210, 4.119, -0.066], [0.081, 3.838, -1.784], [1.839, 4.614, -0.759], [3.886, 5.424, -1.328], [5.825, 4.254, -1.952], [6.099, 1.925, -1.983], [4.675, 0.295, -1.303], [4.070, -0.720, 0.418], [3.318, -1.495, -0.984], [3.021, -2.716, 1.205], [1.501, -2.361, 0.415], [2.596, -0.421, 2.468], [1.736, -1.868, 2.982], [0.717, -0.891, 4.384], [-0.756, -1.272, 6.079], [-3.093, -1.453, 6.008], [-4.453, -1.308, 4.110], [-3.887, -0.907, 1.946], [-3.655, -0.794, -0.019], [-2.534, -0.075, -1.152], [-3.912, 1.321, 1.188], [-4.082, 1.652, -0.521], [-2.866, -2.263, -3.005], [-0.999, -2.542, -2.670], [-0.831, -3.684, -1.142], [-0.259, -3.410, -4.205], [0.144, -0.734, -2.422], [-3.316, -3.215, -3.285], [-2.979, -1.549, -3.818], [-3.343, -1.888, -2.107], [-1.344, -4.627, -1.332], [-1.281, -3.182, -0.285], [0.225, -3.869, -0.955], [-0.828, -4.315, -4.413], [0.780, -3.658, -4.002], [-0.316, -2.728, -5.051]],
  "homo_ha": -0.488,
  "total_charge": 2
}

| no. | HOMO-LUMO gap (eV) | lowest unoccupied orbital energy (eV) |
| --- | --- | --- |
| 1 | 8.687 | 0.31 |
| 2 | 7.104 | 2.71 |
| 3 | 12.030 | 1.11 |
| 4 | 9.599 | 0.35 |
| 5 | 7.457 | -5.81 |